(1)
C54H72N3P3SbSiSr | the ωB97M-V functional and the def2-TZVPD basis

Values from the calculation:
* HOMO energy: -8.16 eV
* electronic energy: -3849.49761 a.u.
* spin multiplicity: 1
* charge: +1
* energy above the lowest of the compared OMol25 structures with the same formula, charge and spin: 48.64 kJ/mol

Element x y z (Å)
Sr 0.046 1.855 -0.240
C 3.798 -2.162 0.958
C 3.318 -0.817 0.413
C 4.446 -0.139 -0.366
P 2.508 0.377 1.618
C 3.998 1.236 2.368
C 5.152 0.497 3.053
C 3.605 2.442 3.218
C 1.805 -0.869 2.788
C 2.500 -1.232 3.943
C 2.129 -2.336 4.695
C 1.073 -3.125 4.265
C 0.355 -2.744 3.141
C 0.657 -1.593 2.401
Si -0.580 -0.990 1.046
C -2.028 -0.284 2.158
C -2.106 -0.540 3.536
C -3.178 -0.140 4.315
C -4.248 0.527 3.733
C -4.201 0.815 2.382
C -3.099 0.452 1.596
P -3.007 1.003 -0.148
C -4.276 0.115 -1.174
C -3.770 -1.253 -1.628
C -5.662 -0.040 -0.554
C -3.595 2.789 -0.169
C -4.880 3.334 0.450
C -2.387 3.550 0.380
C -1.490 -2.620 0.507
C -2.530 -3.087 1.328
C -3.367 -4.133 0.975
C -3.202 -4.747 -0.256
C -2.169 -4.332 -1.079
C -1.295 -3.306 -0.709
P 0.103 -2.838 -1.798
C -0.410 -3.469 -3.487
C 0.302 -2.623 -4.550
C -0.272 -4.949 -3.852
C 1.418 -3.987 -1.142
C 2.642 -3.961 -2.059
C 1.020 -5.417 -0.786
H 4.090 -2.804 0.126
H 3.033 -2.685 1.529
H 4.677 -2.050 1.593
H 2.489 -1.010 -0.281
H 5.334 -0.023 0.257
H 4.165 0.853 -0.733
H 4.737 -0.755 -1.222
H 4.406 1.648 1.438
H 4.958 0.344 4.115
H 6.051 1.115 2.990
H 5.382 -0.468 2.606
H 3.190 2.127 4.178
H 2.873 3.067 2.715
H 4.487 3.050 3.433
H 3.365 -0.667 4.255
H 2.685 -2.592 5.588
H 0.799 -4.022 4.807
H -0.485 -3.358 2.835
H -1.303 -1.084 4.017
H -3.191 -0.372 5.374
H -5.110 0.814 4.322
H -5.045 1.313 1.927
H -4.342 0.764 -2.058
H -3.823 -1.973 -0.814
H -2.736 -1.225 -1.967
H -4.395 -1.626 -2.443
H -5.607 -0.660 0.343
H -6.324 -0.544 -1.262
H -6.126 0.907 -0.286
H -3.629 2.977 -1.250
H -4.795 3.406 1.535
H -5.764 2.747 0.213
H -5.049 4.346 0.074
H -2.173 3.251 1.410
H -2.508 4.635 0.340
H -1.560 3.283 -0.280
H -2.720 -2.600 2.278
H -4.155 -4.448 1.648
H -3.859 -5.548 -0.571
H -2.046 -4.832 -2.029
H -1.474 -3.206 -3.523
H 1.368 -2.863 -4.589
H 0.210 -1.556 -4.342
H -0.116 -2.821 -5.540
H 0.772 -5.258 -3.872
H -0.673 -5.114 -4.855
H -0.799 -5.615 -3.172
H 1.684 -3.494 -0.198
H 2.448 -4.482 -2.996
H 3.487 -4.464 -1.588
H 2.946 -2.941 -2.303
H 0.785 -6.013 -1.667
H 0.159 -5.438 -0.118
H 1.852 -5.906 -0.272
C -1.538 0.523 -3.888
C -1.401 1.991 -3.634
C -2.020 2.945 -4.441
C -1.826 4.288 -4.183
C -1.004 4.664 -3.125
C -0.422 3.655 -2.370
N -0.622 2.357 -2.612
Sb 1.047 4.669 -1.010
C 0.611 4.323 1.134
C 0.311 5.574 1.657
C -0.106 5.658 2.979
C -0.210 4.502 3.714
C 0.134 3.279 3.135
C 0.088 2.017 3.934
N 0.550 3.198 1.864
C 2.614 3.284 -1.537
C 3.874 3.764 -1.833
C 4.746 2.924 -2.523
C 4.307 1.674 -2.903
C 3.029 1.245 -2.536
C 2.531 -0.115 -2.909
N 2.213 2.042 -1.847
H -0.946 0.244 -4.762
H -2.574 0.249 -4.091
H -1.174 -0.046 -3.033
H -2.644 2.623 -5.264
H -2.305 5.038 -4.799
H -0.834 5.708 -2.902
H 0.392 6.468 1.052
H -0.357 6.616 3.417
H -0.557 4.520 4.739
H 0.927 1.986 4.632
H 0.152 1.145 3.290
H -0.831 1.961 4.516
H 4.165 4.772 -1.567
H 5.742 3.260 -2.779
H 4.948 1.011 -3.469
H 3.230 -0.884 -2.578
H 2.446 -0.201 -3.995
H 1.562 -0.324 -2.459

***

(2)
C54H88BrN2O23 | the ωB97M-V functional and the def2-TZVPD basis

Values from the calculation:
* HOMO energy: -9.74 eV
* electronic energy: -6523.68135 a.u.
* spin multiplicity: 1
* charge: +1

Element x y z (Å)
C 1.885 4.008 -0.740
C 3.491 3.569 -0.635
C 3.843 2.309 -1.662
C 3.605 0.870 -0.910
C 3.735 -0.400 -1.938
C 4.462 -1.736 -1.293
C 3.911 -2.180 0.177
N 3.166 -3.478 0.265
C 2.481 -3.630 1.622
C 3.488 -3.519 2.911
C 4.701 -4.625 2.942
C 1.715 -5.104 1.794
O 0.680 -5.294 0.768
C 1.450 -5.158 -0.515
C 0.687 -5.883 -1.760
Br 0.432 -4.827 -3.418
C 1.468 -7.288 -2.159
C 2.639 -7.013 -3.309
C 2.047 -3.663 -0.780
C 1.004 -2.432 -0.889
C -0.579 -2.742 -0.657
C -1.543 -1.645 -1.473
N -2.991 -2.114 -1.220
C -3.745 -0.861 -0.831
C -5.304 -1.099 -0.381
C -6.485 -0.359 -1.305
C -8.094 -0.511 -0.882
C -8.567 -1.392 0.459
C -7.363 -2.129 1.348
C -5.757 -1.978 0.930
O -4.786 -2.683 1.813
H 1.675 4.342 -1.847
H 1.264 3.064 -0.423
H 1.670 4.918 -0.008
H 4.193 4.492 -0.848
H 3.724 3.164 0.452
H 4.968 2.443 -1.958
H 3.129 2.466 -2.598
H 4.455 0.735 -0.092
H 2.567 0.830 -0.321
H 2.703 -0.607 -2.447
H 4.461 -0.041 -2.815
H 4.446 -2.581 -2.116
H 5.614 -1.438 -1.183
H 3.235 -1.360 0.720
H 4.880 -2.264 0.870
H 3.852 -4.267 0.158
H 1.627 -2.816 1.801
H 2.822 -3.675 3.882
H 4.000 -2.447 3.015
H 4.385 -5.668 3.417
H 5.174 -4.781 1.868
H 5.586 -4.190 3.614
H 1.176 -5.034 2.856
H 2.459 -6.004 1.868
H 2.415 -5.837 -0.311
H -0.388 -6.224 -1.371
H 1.976 -7.790 -1.216
H 0.720 -8.081 -2.599
H 2.124 -7.102 -4.357
H 3.202 -5.994 -3.127
H 3.480 -7.854 -3.266
H 2.628 -3.740 -1.821
H 1.090 -1.999 -2.000
H 1.251 -1.489 -0.199
H -0.960 -3.792 -0.988
H -0.805 -2.535 0.495
H -1.347 -0.549 -1.112
H -1.277 -1.672 -2.636
H -3.320 -2.514 -2.131
H -3.747 -0.066 -1.694
H -3.177 -0.384 0.102
H -6.144 0.279 -2.254
H -8.876 0.030 -1.580
H -9.703 -1.457 0.747
H -7.656 -2.738 2.308
H -4.925 -3.663 1.557
C -0.675 -0.010 3.957
C -0.315 1.280 3.249
C -0.264 1.159 1.757
O 0.624 2.203 1.401
C 1.458 2.381 2.472
O 2.467 3.064 2.454
O 1.009 1.682 3.559
H -0.546 0.098 5.039
H -1.711 -0.295 3.753
H -0.019 -0.831 3.645
H -0.992 2.083 3.567
H -1.242 1.303 1.290
H 0.163 0.210 1.409
C 1.883 6.074 2.667
C 2.639 7.307 3.120
C 1.764 8.500 3.358
O 2.665 9.576 3.164
C 3.619 9.126 2.290
O 4.447 9.838 1.748
O 3.509 7.776 2.103
H 2.582 5.288 2.362
H 1.246 5.688 3.468
H 1.256 6.290 1.795
H 3.249 7.070 4.000
H 1.346 8.519 4.368
H 0.949 8.598 2.631
C -4.717 -5.879 5.781
C -3.961 -4.646 6.233
C -4.836 -3.453 6.471
O -3.935 -2.378 6.278
C -2.981 -2.827 5.404
O -2.153 -2.115 4.862
O -3.091 -4.178 5.216
H -4.018 -6.665 5.476
H -5.354 -6.266 6.582
H -5.344 -5.663 4.909
H -3.351 -4.883 7.114
H -5.254 -3.434 7.481
H -5.651 -3.355 5.744
C 0.714 1.181 -7.068
C 1.317 1.641 -5.756
C 2.003 0.551 -4.990
O 1.925 1.027 -3.658
C 0.807 1.815 -3.596
O 0.320 2.239 -2.562
O 0.309 2.053 -4.847
H 0.099 1.975 -7.505
H 1.495 0.906 -7.784
H 0.055 0.319 -6.922
H 1.983 2.496 -5.929
H 3.044 0.416 -5.295
H 1.485 -0.414 -5.042
C -11.745 2.910 0.000
C -12.509 1.711 0.523
C -12.919 1.833 1.959
O -13.032 0.478 2.355
C -12.166 -0.227 1.564
O -11.856 -1.392 1.749
O -11.689 0.553 0.547
H -11.341 2.701 -0.996
H -12.392 3.791 -0.061
H -10.890 3.148 0.641
H -13.367 1.500 -0.127
H -13.873 2.355 2.079
H -12.164 2.315 2.591
C 1.003 8.252 -3.342
C -0.064 7.839 -2.349
C -0.738 8.992 -1.670
O -1.183 8.409 -0.458
C -0.316 7.385 -0.183
O -0.275 6.783 0.875
O 0.502 7.139 -1.252
H 1.562 7.376 -3.688
H 0.560 8.751 -4.209
H 1.733 8.928 -2.884
H -0.790 7.174 -2.833
H -1.581 9.384 -2.246
H -0.056 9.816 -1.426
C 7.928 -3.120 -2.093
C 9.382 -2.875 -2.444
C 9.676 -1.465 -2.856
O 10.828 -1.623 -3.665
C 10.753 -2.882 -4.198
O 11.472 -3.296 -5.092
O 9.759 -3.606 -3.600
H 7.744 -4.190 -1.952
H 7.652 -2.591 -1.176
H 7.264 -2.792 -2.900
H 10.027 -3.199 -1.618
H 9.886 -0.814 -2.003
H 8.885 -1.012 -3.466

***

(3)
C54H95N3O12S3 | the ωB97M-V functional and the def2-TZVPD basis

Values from the calculation:
* HOMO energy: -9.67 eV
* electronic energy: -4375.72493 a.u.
* spin multiplicity: 1
* structure (SMILES): O=[N+]([O-])c1ccccc1.O=[N+]([O-])c1ccccc1.O=[N+]([O-])c1ccccc1.O=S1(=O)CCCC1.O=S1(=O)CCCC1.O=S1(=O)CCCC1.CCCCCC.CCCCCC.CCCCCC.CCCCCC
* charge: 0
* energy above the lowest of the compared OMol25 structures with the same formula, charge and spin: 731.86 kJ/mol

Element x y z (Å)
O 14.738 -22.381 -30.767
N 15.787 -22.760 -31.372
O 15.761 -23.263 -32.552
C 17.055 -22.581 -30.698
C 17.145 -21.807 -29.537
C 18.335 -21.553 -28.923
C 19.544 -21.971 -29.502
C 19.463 -22.845 -30.576
C 18.261 -23.177 -31.177
H 16.288 -21.296 -29.123
H 18.381 -20.896 -28.068
H 20.455 -21.631 -29.031
H 20.355 -23.176 -31.088
H 18.244 -23.739 -32.099
O 15.983 -18.708 -19.086
N 15.215 -18.861 -18.100
O 13.999 -18.805 -18.272
C 15.787 -19.358 -16.824
C 17.049 -18.912 -16.498
C 17.447 -19.001 -15.163
C 16.573 -19.504 -14.188
C 15.339 -20.149 -14.604
C 14.963 -20.037 -15.945
H 17.615 -18.843 -17.415
H 18.415 -18.541 -15.023
H 16.971 -19.580 -13.186
H 14.598 -20.450 -13.879
H 13.993 -20.400 -16.254
O 12.172 -20.819 -24.421
N 11.916 -20.309 -23.317
O 12.220 -19.155 -22.980
C 11.146 -21.186 -22.414
C 11.026 -22.502 -22.783
C 10.277 -23.369 -22.064
C 9.690 -22.866 -20.819
C 9.834 -21.541 -20.448
C 10.562 -20.720 -21.244
H 11.247 -22.912 -23.757
H 10.202 -24.418 -22.309
H 9.036 -23.544 -20.291
H 9.668 -21.274 -19.415
H 10.847 -19.741 -20.887
O 17.174 -14.038 -27.746
S 17.747 -14.848 -26.689
O 19.156 -14.715 -26.186
C 16.532 -14.693 -25.313
C 15.687 -15.930 -25.418
C 16.688 -17.135 -25.748
C 17.432 -16.661 -27.028
H 16.055 -13.724 -25.464
H 16.980 -14.795 -24.324
H 15.062 -16.145 -24.552
H 14.834 -15.807 -26.086
H 16.177 -18.097 -25.783
H 17.375 -17.292 -24.917
H 16.873 -16.583 -27.960
H 18.273 -17.254 -27.385
O 18.469 -26.128 -16.719
S 17.712 -25.520 -17.801
O 17.282 -26.221 -18.989
C 16.265 -24.524 -17.160
C 16.833 -23.165 -16.707
C 17.824 -22.601 -17.829
C 18.527 -23.883 -18.338
H 15.793 -25.209 -16.455
H 15.620 -24.488 -18.038
H 16.040 -22.441 -16.523
H 17.250 -23.242 -15.702
H 18.577 -21.965 -17.364
H 17.191 -22.242 -18.640
H 19.594 -24.015 -18.156
H 18.598 -23.920 -19.425
O 12.717 -24.997 -21.546
S 12.920 -26.155 -22.455
O 11.794 -26.905 -22.922
C 14.030 -25.467 -23.881
C 15.466 -25.872 -23.439
C 15.560 -26.491 -22.111
C 14.231 -27.270 -21.872
H 13.834 -24.460 -24.250
H 13.907 -26.134 -24.734
H 15.848 -26.556 -24.196
H 16.132 -25.055 -23.716
H 15.524 -25.698 -21.365
H 16.451 -27.053 -21.832
H 14.084 -27.706 -20.884
H 14.204 -28.248 -22.352
C 20.134 -24.619 -22.329
C 20.302 -25.505 -23.522
C 19.449 -26.812 -23.542
C 19.467 -27.716 -22.276
C 18.749 -29.102 -22.481
C 18.590 -29.933 -21.229
H 20.794 -23.753 -22.360
H 20.453 -25.231 -21.485
H 19.089 -24.318 -22.260
H 19.858 -24.886 -24.302
H 21.348 -25.663 -23.782
H 19.799 -27.464 -24.342
H 18.414 -26.689 -23.862
H 20.488 -28.064 -22.124
H 19.133 -27.190 -21.382
H 17.785 -28.823 -22.906
H 19.078 -29.786 -23.263
H 19.557 -30.017 -20.733
H 17.933 -29.506 -20.471
H 18.369 -30.994 -21.354
C 23.570 -14.988 -21.846
C 22.243 -14.176 -21.755
C 21.282 -14.470 -22.912
C 20.536 -15.828 -22.863
C 19.390 -15.924 -21.842
C 18.635 -17.257 -21.857
H 24.321 -14.656 -21.129
H 24.085 -14.839 -22.796
H 23.255 -16.027 -21.755
H 21.756 -14.373 -20.800
H 22.362 -13.093 -21.717
H 21.832 -14.408 -23.851
H 20.503 -13.712 -22.822
H 19.978 -16.129 -23.750
H 21.279 -16.617 -22.743
H 19.681 -15.821 -20.797
H 18.657 -15.121 -21.917
H 19.332 -18.049 -22.131
H 18.175 -17.629 -20.941
H 17.878 -17.261 -22.641
C 14.798 -20.696 -20.996
C 15.232 -20.418 -22.430
C 16.825 -20.485 -22.786
C 17.138 -21.849 -23.443
C 16.640 -21.839 -24.899
C 17.197 -22.987 -25.870
H 15.598 -20.784 -20.260
H 14.270 -21.649 -21.024
H 14.163 -19.893 -20.620
H 14.699 -21.105 -23.087
H 14.944 -19.421 -22.763
H 17.484 -20.244 -21.952
H 17.087 -19.612 -23.385
H 18.206 -21.976 -23.266
H 16.671 -22.564 -22.765
H 15.554 -21.923 -24.911
H 16.684 -20.823 -25.292
H 17.601 -23.849 -25.340
H 16.427 -23.296 -26.576
H 18.096 -22.563 -26.318
C 20.096 -25.905 -28.785
C 19.694 -26.879 -27.781
C 18.185 -27.324 -27.895
C 17.214 -26.415 -27.124
C 15.856 -26.224 -27.745
C 15.123 -27.636 -27.767
H 19.289 -25.193 -28.959
H 20.341 -26.482 -29.676
H 20.924 -25.249 -28.513
H 20.355 -27.742 -27.863
H 19.759 -26.522 -26.753
H 18.116 -28.336 -27.496
H 17.799 -27.304 -28.914
H 17.099 -26.765 -26.098
H 17.604 -25.432 -26.859
H 15.202 -25.495 -27.267
H 15.931 -25.876 -28.775
H 15.207 -28.089 -26.779
H 14.069 -27.363 -27.824
H 15.371 -28.427 -28.476

***

Q: Which formula does entry 1 have?
A: C54H72N3P3SbSiSr

***

Q: Which value of HOMO energy does entry 2 give?
A: -9.74 eV

***

Q: What is the HOMO energy in the second record?
A: -9.74 eV

***

Q: What is the charge in the third record?
A: 0